1.
Density functional theory data (wB97M-V/def2-TZVPD) for one molecule with the formula C4H5NO.

Positions of all 11 atoms, in Å:
C1 -1.7159 -0.0997 0.0792
C2 -0.3522 0.5356 0.1790
C3 -0.0785 1.7989 0.3582
C4 0.8436 -0.4043 0.2143
O1 0.7647 -1.4935 0.7417
N1 1.9637 0.0799 -0.3805
H1 -1.8211 -0.6041 -0.8863
H2 -2.5137 0.6382 0.1836
H3 -1.8037 -0.8500 0.8696
H4 2.7792 -0.5137 -0.4121
H5 1.9339 0.9128 -0.9468

Results
2S+1: 1
E: -7763.4558 eV
Relative energy (zero: lowest compared OMol25 entry of this formula, charge and spin): 70.8 kcal/mol
Charge: 0
Kohn-Sham gap: 9.7 eV

These are the Löwdin partial charges, in e, on atoms 1 to 5: C -0.05; C -0.38; C 0.26; C -0.54; O 0.08

2.
Density functional theory data (wB97M-V/def2-TZVPD) for a 2-piece molecular cluster, C4H5NO overall in a non-equilibrium geometry.

Positions of all 11 atoms, in Å:
C1 1.2308 0.8401 -0.7403
N1 0.8062 1.2509 0.3796
C2 -0.9434 -0.1481 1.6340
O1 -1.0452 0.5954 2.5277
C3 -0.9524 -1.1950 0.8347
C4 -0.7994 -1.4895 -0.4460
H1 1.0895 1.3573 -1.6969
H2 -0.6006 -0.7203 -1.2002
H3 1.7766 -0.1076 -0.7674
H4 0.2857 2.1271 0.2991
H5 -0.8479 -2.5102 -0.8243

Results
2S+1: 1
E: -7763.0440 eV
Relative energy (zero: lowest compared OMol25 entry of this formula, charge and spin): 80.3 kcal/mol
Charge: 0
Kohn-Sham gap: 8.5 eV

These are the Löwdin partial charges, in e, on atoms 1 to 5: C -0.14; N 0.03; C -0.26; O 0.15; C -0.08

3.
Density functional theory data (wB97M-V/def2-TZVPD) for one molecule with the formula C4H5NO in a non-equilibrium geometry.

Positions of all 11 atoms, in Å:
C1 -1.0373 -0.6459 0.5189
C2 0.2086 0.2296 0.3772
C3 1.2810 -0.3250 -0.5622
O1 1.0889 -1.2301 -1.3272
C4 -0.0968 1.4755 -0.3519
N1 -0.3041 2.3488 -1.0823
H1 -1.7211 -0.2048 1.2497
H2 -1.5448 -0.7200 -0.4439
H3 -0.7820 -1.6576 0.8478
H4 0.6646 0.4426 1.3548
H5 2.2243 0.2581 -0.5369

Results
2S+1: 1
E: -7765.6957 eV
Relative energy (zero: lowest compared OMol25 entry of this formula, charge and spin): 19.2 kcal/mol
Charge: 0
Kohn-Sham gap: 11.1 eV

These are the Löwdin partial charges, in e, on atoms 1 to 5: C -0.05; C -0.31; C -0.24; O 0.09; C -0.21

4.
Density functional theory data (wB97M-V/def2-TZVPD) for one molecule with the formula C4H5NO in a non-equilibrium geometry.

Positions of all 11 atoms, in Å:
N1 -1.1363 1.0771 0.5165
C1 -1.2470 -0.2098 0.0634
O1 -2.2711 -0.7603 -0.3074
C2 0.0805 -0.9523 0.0255
C3 1.2733 -0.1054 0.1269
C4 2.2339 0.3605 -0.4272
H1 -1.9991 1.5896 0.5867
H2 -0.2449 1.5290 0.7187
H3 0.1301 -1.7544 0.7561
H4 0.1600 -1.4201 -0.9758
H5 3.0206 0.6461 -1.0835

Results
2S+1: 1
E: -7764.7873 eV
Relative energy (zero: lowest compared OMol25 entry of this formula, charge and spin): 40.1 kcal/mol
Charge: 0
Kohn-Sham gap: 10.6 eV

These are the Löwdin partial charges, in e, on atoms 1 to 5: N 0.16; C -0.54; O 0.05; C -0.13; C -0.15

5.
Density functional theory data (wB97M-V/def2-TZVPD) for one molecule with the formula C4H5NO in a non-equilibrium geometry.

Positions of all 11 atoms, in Å:
C1 0.7260 -0.3300 -0.2423
C2 -0.0178 -0.7277 0.8063
C3 -1.1877 0.0757 0.7428
C4 0.1008 0.6323 -0.9258
H1 2.5943 -1.3713 -0.0972
H2 0.2991 -1.5140 1.5514
H3 -1.8926 0.3382 1.7064
H4 -1.6531 1.6552 -0.5141
H5 0.2333 1.3099 -1.8182
N1 -1.0030 0.8506 -0.3343
O1 1.8006 -0.9189 -0.8749

Results
2S+1: 1
E: -7763.8644 eV
Relative energy (zero: lowest compared OMol25 entry of this formula, charge and spin): 61.4 kcal/mol
Charge: 0
Kohn-Sham gap: 8.7 eV

These are the Löwdin partial charges, in e, on atoms 1 to 5: C -0.44; C -0.06; C -0.14; C -0.13; H 0.25

6.
Density functional theory data (wB97M-V/def2-TZVPD) for C4H5NO as an isolated structure in a non-equilibrium geometry.

Positions of all 11 atoms, in Å:
C1 0.2553 1.7667 -0.3980
C2 -0.2636 0.3581 -0.2866
N1 -1.2391 -0.2388 -0.7627
O1 -1.5588 -1.4442 -0.5920
C3 -0.0872 -2.0748 0.6141
C4 0.6316 -1.0396 0.7743
H1 -0.1378 2.3186 -1.2635
H2 0.0210 2.3471 0.5021
H3 1.3424 1.7213 -0.5006
H4 -0.4872 -3.0708 0.6568
H5 1.5234 -0.6435 1.2560

Results
2S+1: 1
E: -7761.3343 eV
Relative energy (zero: lowest compared OMol25 entry of this formula, charge and spin): 119.7 kcal/mol
Charge: 0
Kohn-Sham gap: 10.1 eV

These are the Löwdin partial charges, in e, on atoms 1 to 5: C -0.06; C -0.18; N -0.10; O -0.10; C 0.06

7.
Density functional theory data (wB97M-V/def2-TZVPD) for C4H5NO as an isolated structure in a non-equilibrium geometry.

Positions of all 11 atoms, in Å:
N1 -2.5937 -0.3476 1.2272
C1 -1.4665 -0.3301 0.9559
C2 -0.0982 -0.2867 0.6067
C3 0.9080 0.7885 0.2691
O1 1.8779 -0.2886 0.0407
C4 0.8883 -1.1650 0.3594
H1 -1.4876 0.5020 -1.8168
H2 1.2435 1.4353 1.0823
H3 0.7374 1.3457 -0.6541
H4 1.0531 -2.2366 0.3498
H5 -1.0621 0.5832 -2.4201

Results
2S+1: 1
E: -7763.3430 eV
Relative energy (zero: lowest compared OMol25 entry of this formula, charge and spin): 73.4 kcal/mol
Charge: 0
Kohn-Sham gap: 10.3 eV

These are the Löwdin partial charges, in e, on atoms 1 to 5: N 0.14; C -0.20; C -0.21; C -0.09; O -0.03

8.
Density functional theory data (wB97M-V/def2-TZVPD) for a 2-piece molecular cluster, C4H5NO overall in a non-equilibrium geometry.

Positions of all 11 atoms, in Å:
O1 0.3515 2.0725 1.4669
C1 0.4170 0.9929 0.9869
C2 0.8435 -0.3478 1.1645
N1 0.4127 -0.7240 -0.8033
C3 -1.0532 -0.6001 -0.9901
C4 -0.1103 0.5311 -0.9973
H1 0.2115 -1.0260 1.7442
H2 1.9270 -0.4828 1.2162
H3 -1.6987 -0.7821 -0.1256
H4 -1.4384 -0.9499 -1.9504
H5 0.1374 1.3161 -1.7120

Results
2S+1: 1
E: -7760.0956 eV
Relative energy (zero: lowest compared OMol25 entry of this formula, charge and spin): 148.3 kcal/mol
Charge: 0
Kohn-Sham gap (spin up / spin down): 7.4 / 7.6 eV

These are the Löwdin partial charges, in e, on atoms 1 to 5: O 0.14; C -0.27; C 0.04; N 0.00; C -0.17

9.
Density functional theory data (wB97M-V/def2-TZVPD) for one molecule with the formula C4H5NO in a non-equilibrium geometry.

Positions of all 11 atoms, in Å:
C1 0.3964 -1.4833 0.7617
C2 -0.3154 0.4810 -0.3755
C3 -1.2298 1.2492 -0.9977
C4 0.9841 1.0334 -0.0270
H1 1.3782 -1.5560 0.2526
H2 -0.0423 -2.4525 0.9273
H3 0.5550 -1.0435 1.7621
H4 -0.9865 2.2703 -1.2643
H5 -2.1996 0.8400 -1.2711
N1 2.0437 1.4224 0.2255
O1 -0.5838 -0.7609 0.0064

Results
2S+1: 1
E: -7764.9205 eV
Relative energy (zero: lowest compared OMol25 entry of this formula, charge and spin): 37.0 kcal/mol
Charge: 0
Kohn-Sham gap: 10.2 eV

These are the Löwdin partial charges, in e, on atoms 1 to 5: C -0.06; C -0.40; C 0.10; C -0.17; H 0.10

10.
Density functional theory data (wB97M-V/def2-TZVPD) for a 2-piece molecular cluster, C4H5NO overall.

Positions of all 11 atoms, in Å:
C1 2.0006 0.6028 -0.4986
C2 0.6847 0.4703 -0.3994
N1 -0.2310 1.2944 0.2383
C3 -1.3688 0.7179 0.0579
C4 -1.2881 -0.5663 -0.7416
O1 0.0091 -0.6258 -0.9761
H1 -1.1766 -2.2267 1.8171
H2 2.4868 1.4562 -0.0418
H3 2.5918 -0.1348 -1.0295
H4 -2.2894 1.1330 0.4541
H5 -1.4190 -2.1209 1.1197

Results
2S+1: 1
E: -7762.0774 eV
Relative energy (zero: lowest compared OMol25 entry of this formula, charge and spin): 102.6 kcal/mol
Charge: 0
Kohn-Sham gap: 8.0 eV

These are the Löwdin partial charges, in e, on atoms 1 to 5: C 0.16; C -0.41; N 0.14; C -0.14; C -0.03

11.
Density functional theory data (wB97M-V/def2-TZVPD) for one molecule with the formula C4H5NO in a non-equilibrium geometry.

Positions of all 11 atoms, in Å:
O1 2.3280 0.0533 0.4716
C1 1.1535 0.0285 -0.2356
C2 0.2616 -0.9837 -0.0598
C3 -1.1034 -0.7611 0.0918
C4 -1.3708 0.6108 0.0537
N1 -0.3250 1.4100 -0.0604
H1 3.0638 -0.3724 -0.0007
H2 0.8670 -1.8478 -0.3567
H3 -1.8656 -1.5158 0.2174
H4 -2.4020 0.9891 0.1056
H5 -0.6070 2.3892 -0.2268

Results
2S+1: 1
E: -7762.3426 eV
Relative energy (zero: lowest compared OMol25 entry of this formula, charge and spin): 96.5 kcal/mol
Charge: 0
Kohn-Sham gap: 8.0 eV

These are the Löwdin partial charges, in e, on atoms 1 to 5: O -0.01; C -0.10; C -0.14; C -0.12; C -0.24

12.
Density functional theory data (wB97M-V/def2-TZVPD) for a 2-piece molecular cluster, C4H5NO overall.

Positions of all 11 atoms, in Å:
C1 1.5840 -0.9438 -0.4132
C2 0.3514 -0.9962 0.3726
C3 -0.6587 -1.0658 1.0246
C4 -1.8993 1.6908 0.1196
N1 -0.9169 1.8381 -0.4727
O1 0.1038 1.9991 -1.0913
H1 2.3136 -0.2754 0.0532
H2 2.0262 -1.9426 -0.4835
H3 1.3875 -0.5731 -1.4228
H4 -1.5485 -1.1402 1.6094
H5 -2.7429 1.4091 0.7041

Results
2S+1: 1
E: -7761.5962 eV
Relative energy (zero: lowest compared OMol25 entry of this formula, charge and spin): 113.7 kcal/mol
Charge: 0
Kohn-Sham gap: 10.7 eV

These are the Löwdin partial charges, in e, on atoms 1 to 5: C -0.11; C -0.21; C 0.07; C 0.13; N -0.22